The following is a DFT calculation (wB97M-V/def2-TZVPD) of one molecule with the formula C12H13N in a non-equilibrium geometry.

XYZ file:
```
26
Properties=species:S:1:pos:R:3:forces:R:3:mulliken_charge:R:1
C -1.9400 0.5223 2.7407 0.9 3.9 2.7 -1.3199
C -1.3981 0.4402 1.3966 1.9 0.3 -1.4 -0.2791
C -0.0965 0.5814 0.9488 -2.2 -0.4 -1.6 0.6173
C 0.8703 1.1300 1.8414 0.6 0.2 -1.7 -0.8326
C 1.9299 1.8322 1.4167 -0.6 -1.0 0.3 -0.6689
C 2.1038 2.0826 0.0212 -1.3 -0.3 0.5 -0.4126
C 1.2805 1.5587 -0.8813 0.7 -0.2 -1.4 -1.1606
C 0.3621 0.4757 -0.4913 0.5 0.2 -1.4 0.8704
C 0.1885 -0.5025 -1.4548 -2.1 1.1 3.2 0.7004
C 0.7188 -0.3869 -2.7411 1.1 0.8 -1.2 -0.1122
N 1.2056 -0.2511 -3.7790 -0.2 -0.1 0.2 -0.5523
C -0.7346 -1.6407 -1.2181 0.5 -1.8 -0.5 -0.4954
C -0.2721 -2.8609 -2.1134 -0.7 3.7 -1.4 -1.4236
H -3.0184 0.7685 2.8362 0.7 0.0 -0.5 0.3395
H -1.3590 1.3122 3.4491 -1.4 -1.8 -1.5 0.2833
H -1.8194 -0.4078 3.1777 0.2 -2.0 1.3 0.3466
H -2.2168 0.2706 0.7655 -0.5 -0.6 -1.8 0.4856
H 0.4900 1.0062 2.7787 0.3 0.1 3.0 0.5919
H 2.6282 2.2162 2.0986 0.7 0.6 0.9 0.4346
H 2.7677 2.8207 -0.2616 1.5 1.3 -0.6 0.4480
H 1.4925 1.8217 -1.9642 -0.7 -0.6 1.4 0.2865
H -0.8811 -1.8457 -0.1188 0.6 -0.1 -1.1 0.3934
H -1.7272 -1.5311 -1.5752 -1.1 1.2 -0.3 0.3082
H 0.1402 -2.5433 -3.1466 -0.7 -0.7 2.0 0.3192
H -1.0620 -3.5078 -2.2059 -2.2 -1.5 -0.7 0.4602
H 0.3472 -3.3615 -1.5197 3.5 -2.2 1.7 0.3721
```
Positions in Å, forces in eV/Å.

Properties
total charge: 0
HOMO level: -0.289 hartree
electronic energy: -14141.249 eV
spin multiplicity: 1
frontier orbital gap: 7.204 eV
SMILES: C/C=c1\cccc\c1=C(/C#N)CC